# 1
A structure of composition C33H32N6O3RuS2, computed with the ωB97M-V functional and the def2-TZVPD basis.

Cartesian coordinates (Å):
1 Ru 0.367 -0.507 0.183
2 C -2.214 -1.013 4.985
3 S -2.898 -0.002 3.629
4 C -1.822 -0.335 2.288
5 S -0.099 -0.598 2.556
6 N -2.380 -0.268 1.121
7 N -1.569 -0.293 0.076
8 C -2.058 -0.317 -1.169
9 C -1.131 -0.204 -2.196
10 C -1.481 -0.127 -3.569
11 C -0.515 0.017 -4.516
12 C 0.837 0.085 -4.109
13 C 1.129 -0.001 -2.767
14 N 0.204 -0.140 -1.817
15 H -2.442 -0.495 5.912
16 H -1.143 -1.090 4.829
17 H -2.685 -1.992 4.969
18 H -3.124 -0.372 -1.349
19 H -2.527 -0.195 -3.820
20 H -0.772 0.075 -5.563
21 H 1.623 0.184 -4.838
22 H 2.158 0.034 -2.425
23 C 1.785 3.897 2.837
24 C 0.552 4.255 2.084
25 C -0.166 5.370 2.406
26 C -1.386 5.685 1.809
27 C -1.909 4.812 0.854
28 C -1.277 3.661 0.487
29 C -1.851 2.790 -0.578
30 C 0.075 3.307 1.020
31 N 1.252 1.638 0.409
32 C 2.720 1.405 0.672
33 O 3.449 2.393 0.888
34 C 3.181 0.097 0.435
35 C 4.569 -0.195 0.343
36 C 4.971 -1.460 0.012
37 C 4.007 -2.461 -0.208
38 C 2.667 -2.120 -0.084
39 N 2.274 -0.888 0.210
40 C 1.557 -3.098 -0.314
41 O 1.781 -4.278 -0.585
42 N 0.335 -2.555 -0.179
43 C -0.793 -3.319 -0.519
44 C -1.642 -3.823 0.485
45 C -1.236 -3.821 1.926
46 C -2.833 -4.432 0.121
47 C -3.184 -4.579 -1.207
48 C -2.289 -4.196 -2.188
49 C -1.080 -3.600 -1.867
50 C -0.081 -3.339 -2.954
51 H 2.023 4.672 3.565
52 H 2.635 3.745 2.168
53 H 1.639 2.950 3.361
54 H 0.227 6.029 3.171
55 H -1.926 6.575 2.098
56 H -2.844 5.058 0.370
57 H -2.341 3.393 -1.341
58 H -2.592 2.111 -0.155
59 H -1.065 2.198 -1.045
60 H 5.254 0.623 0.498
61 H 6.023 -1.687 -0.104
62 H 4.264 -3.465 -0.500
63 H -0.361 -4.461 2.039
64 H -2.038 -4.201 2.559
65 H -0.958 -2.827 2.273
66 H -3.486 -4.807 0.899
67 H -4.128 -5.037 -1.471
68 H -2.524 -4.373 -3.229
69 H -0.557 -3.369 -3.931
70 H 0.692 -4.108 -2.915
71 H 0.414 -2.382 -2.831
72 C 1.721 3.605 -1.187
73 C 1.016 2.915 -0.098
74 O 0.285 1.909 1.481
75 H 1.439 4.655 -1.191
76 H 1.478 3.161 -2.157
77 H 2.804 3.527 -1.052

The expectation value of S² is 8.848. Its charge is -1. As for the lowest unoccupied orbital energy (spin up / spin down): 2.651 / 1.646 eV. As for the highest occupied orbital energy (spin up / spin down): -2.97 / -4.94 eV. The multiplicity is 6. The calculation puts the HOMO-LUMO gap (spin up / spin down) at 5.62 / 6.59 eV.

***

# 2
The molecule C15H17N5, computed with the ωB97M-V functional and the def2-TZVPD basis.

Cartesian coordinates (Å):
1 C 2.948 4.333 0.898
2 C 2.970 2.823 0.702
3 H 3.466 2.340 1.543
4 H 3.535 2.573 -0.197
5 C 1.558 2.256 0.574
6 C 1.538 0.764 0.415
7 N 2.621 0.101 0.763
8 C 2.606 -1.211 0.617
9 N 3.547 -2.110 0.854
10 C 2.978 -3.271 0.518
11 N 1.734 -3.199 0.082
12 N 1.477 -1.883 0.140
13 C 0.341 -1.237 -0.202
14 C 0.379 0.142 -0.079
15 H -0.471 0.727 -0.387
16 N -0.687 -1.998 -0.638
17 C -1.976 -1.532 -0.964
18 C -2.467 -1.767 -2.244
19 C -3.726 -1.328 -2.603
20 C -4.502 -0.647 -1.680
21 C -4.026 -0.441 -0.399
22 C -2.769 -0.887 -0.009
23 C -2.315 -0.714 1.408
24 H -1.680 -1.543 1.714
25 H -1.742 0.205 1.531
26 H -3.175 -0.666 2.071
27 H -4.647 0.063 0.328
28 H -5.484 -0.292 -1.954
29 H -4.097 -1.511 -3.600
30 H -1.847 -2.294 -2.955
31 H -0.439 -2.948 -0.884
32 H 3.492 -4.208 0.595
33 H 1.042 2.712 -0.275
34 H 0.986 2.508 1.473
35 H 2.464 4.824 0.056
36 H 3.961 4.719 0.982
37 H 2.406 4.595 1.804

The SMILES is CCCc1cc(Nc2ccccc2C)n2ncnc2n1. As for the lowest unoccupied orbital energy: 0.697 eV. As for the highest occupied orbital energy: -8.48 eV. The calculation puts the HOMO-LUMO gap at 9.18 eV. The energy above the lowest of the compared OMol25 structures with the same formula, charge and spin comes out at 0.0 kcal per mole.

***

# 3
The molecule C3H4ClNS, computed with the ωB97M-V functional and the def2-TZVPD basis.

Cartesian coordinates (Å):
1 C -0.466 -0.459 0.484
2 C -1.239 0.603 -0.046
3 C 1.966 -0.554 -0.115
4 N 0.702 -0.741 0.076
5 S -3.073 0.555 0.041
6 Cl 2.705 0.963 0.158
7 H -1.045 -1.222 0.879
8 H -0.948 1.549 0.354
9 H -1.033 0.547 -1.073
10 H 2.432 -1.242 -0.759

As for the lowest unoccupied orbital energy (spin up / spin down): -0.282 / -2.177 eV. As for the highest occupied orbital energy (spin up / spin down): -9.58 / -7.19 eV. The calculation puts the HOMO-LUMO gap (spin up / spin down) at 9.30 / 5.01 eV. The energy above the lowest of the compared OMol25 structures with the same formula, charge and spin comes out at 83.7 kcal per mole.

***

- Number 2 is which compound?
  C15H17N5